1.
26
Properties=species:S:1:pos:R:3:lowdin_charge:R:1 method="wB97M-V/def2-TZVPD" spin_multiplicity=1 homo_lumo_gap_ev=5.58 homo_energy_ev=-3.74 total_charge=-1
O 5.46 1.64 3.34 -0.08
C 5.11 2.17 2.25 -0.78
O 5.55 3.23 1.76 -0.06
B 3.98 1.42 1.41 0.08
B 2.42 1.99 1.60 -0.63
O 2.18 3.33 1.20 0.06
O 1.34 1.27 2.13 -0.11
H 4.32 0.53 0.68 0.05
H 2.26 3.92 1.96 0.10
H 0.84 1.90 2.67 0.07
Br -4.20 1.51 0.38 0.58
C -2.94 0.05 0.11 -0.75
C -1.77 0.15 1.05 -0.65
Br -0.49 1.52 0.50 0.84
H -2.66 0.07 -0.93 -0.04
H -3.51 -0.86 0.31 0.02
H -1.20 -0.77 1.06 0.06
H -2.07 0.40 2.06 0.05
Br -0.74 -1.08 -2.31 0.71
C -1.06 -2.91 -2.89 -0.68
C -2.51 -3.14 -3.24 -0.69
Br -3.62 -3.32 -1.64 0.63
H -0.71 -3.56 -2.09 0.05
H -0.44 -3.04 -3.76 0.06
H -2.63 -4.08 -3.77 0.05
H -2.94 -2.34 -3.83 0.05

***

2.
25
Properties=species:S:1:pos:R:3:lowdin_charge:R:1 method="wB97M-V/def2-TZVPD" spin_multiplicity=1 homo_lumo_gap_ev=4.33 homo_energy_ev=-5.16
C 0.80 -2.55 0.10 -0.12
C 1.72 -1.31 0.13 -0.29
C 1.32 -0.17 -0.81 -0.60
I 3.09 1.10 -1.01 0.80
N 0.18 0.65 -0.29 0.09
B 0.46 2.00 0.38 -0.88
O 0.58 1.99 1.75 0.13
O 0.50 3.14 -0.36 0.15
C -1.04 0.24 -0.40 -0.28
N -1.54 -0.90 -0.99 0.17
C -2.83 -0.97 -0.86 -0.08
N -3.26 0.13 -0.20 0.07
N -2.17 0.87 0.06 0.13
H -0.08 -2.35 0.74 0.06
H 0.41 -2.77 -0.90 0.06
H 1.28 -3.43 0.54 0.07
H 1.83 -0.89 1.14 0.11
H 2.71 -1.65 -0.22 0.09
H 1.08 -0.48 -1.83 0.08
H -0.18 1.47 2.07 0.10
H 1.25 3.65 -0.02 0.12
H -3.49 -1.76 -1.19 0.14
H -4.19 0.40 0.08 0.17
H -2.26 1.74 0.55 0.18
Br 3.83 1.86 1.53 -0.49

***

3.
20
Properties=species:S:1:pos:R:3:lowdin_charge:R:1 method="wB97M-V/def2-TZVPD" spin_multiplicity=1 homo_lumo_gap_ev=8.47 homo_energy_ev=-7.92
B 2.63 -1.04 0.93 -0.08
C -0.64 0.80 -0.30 -0.37
C -1.62 -2.09 -0.32 -0.05
C 1.46 2.01 -0.79 -0.09
C -2.32 -0.91 0.38 -0.23
C 0.43 1.35 0.14 -0.14
O -0.86 0.63 -1.69 0.13
O 2.42 0.14 0.89 0.05
O -1.53 0.26 0.61 -0.07
H -1.64 0.61 -1.89 -0.05
H 2.95 -2.09 1.41 0.06
H -0.96 -1.72 -1.05 0.05
H -1.25 -2.78 0.39 0.05
H -2.55 -2.67 -0.70 0.11
H 1.98 1.25 -1.44 0.08
H 0.72 2.68 -1.44 0.11
H 2.21 2.63 -0.31 0.06
H -2.98 -0.93 1.28 0.14
H -3.03 -0.57 -0.42 0.11
H 0.55 1.37 1.25 0.13

***

4.
23
Properties=species:S:1:pos:R:3:lowdin_charge:R:1 method="wB97M-V/def2-TZVPD" spin_multiplicity=1 homo_lumo_gap_ev=9.14 homo_energy_ev=-8.71 smiles="[O-]/[N+](O)=C(/Br)CO.CN(C)C=O"
C 1.17 -1.66 1.91 -0.02
C 1.16 -1.50 -0.59 -0.04
C -2.19 1.74 -1.40 -0.25
C 1.24 0.44 0.76 -0.31
C -1.51 2.75 -0.53 -0.63
N 1.22 -0.89 0.68 -0.20
N -1.20 2.37 0.63 -0.34
O -1.56 1.34 1.22 -0.01
O -0.31 3.11 1.42 -0.01
O -1.17 1.08 -2.11 -0.08
O 1.30 1.12 1.80 -0.01
Br -0.87 4.36 -1.28 0.80
H 0.69 -2.62 1.82 0.08
H 2.19 -1.98 2.10 0.10
H 0.62 -1.16 2.72 0.11
H 1.35 -0.69 -1.36 0.11
H 1.89 -2.19 -0.65 0.05
H 0.07 -1.92 -0.60 0.14
H -2.63 1.07 -0.78 0.08
H -2.82 2.16 -2.15 0.11
H 1.18 0.77 -0.30 0.14
H -1.35 0.85 -3.05 0.11
H 0.46 2.55 1.78 0.09

***

5.
19
Properties=species:S:1:pos:R:3:lowdin_charge:R:1 method="wB97M-V/def2-TZVPD" spin_multiplicity=1 homo_lumo_gap_ev=9.18 homo_energy_ev=-13.76 total_charge=+1
C -1.24 2.64 0.43 -0.08
C -1.80 1.25 0.37 -0.23
C -1.85 0.40 -0.67 -0.10
C 2.03 -2.88 -0.60 -0.24
C 0.72 -2.19 -0.59 -0.68
N 0.58 -1.05 -0.02 0.18
O 2.84 -2.33 0.44 -0.09
Br -0.74 -2.87 -1.56 0.92
H -0.22 2.63 0.62 0.04
H -1.76 3.27 1.16 0.08
H -2.22 0.87 1.34 0.12
H -1.51 0.84 -1.66 0.11
H -2.45 -0.48 -0.54 0.05
H 2.65 -2.65 -1.59 0.19
H 2.08 -4.03 -0.55 0.17
H -0.44 -0.64 0.01 0.10
H 1.52 -0.95 0.46 0.17
H -1.45 3.19 -0.63 0.14
H 3.59 -2.95 0.68 0.16

***

6.
18
Properties=species:S:1:pos:R:3:lowdin_charge:R:1 method="wB97M-V/def2-TZVPD" spin_multiplicity=1 homo_lumo_gap_ev=6.86 homo_energy_ev=-3.94 total_charge=-1
C 3.45 -0.38 0.58 -0.13
C 2.85 0.63 -0.33 -0.27
C 1.27 0.78 -0.73 -0.35
In -0.11 -0.77 0.18 0.35
Cl -0.77 -2.37 -1.65 -0.24
C -2.09 0.18 0.90 -0.39
C -3.22 0.12 -0.32 -0.27
H 3.41 -0.20 1.75 0.05
H 4.02 -1.33 0.17 0.06
H 3.60 1.43 -0.82 0.08
H 1.17 0.66 -1.91 0.05
H 0.89 1.85 -0.46 0.02
H 0.59 -1.71 1.53 -0.11
H -1.92 1.29 1.24 0.01
H -2.54 -0.49 1.78 0.03
H -2.80 -0.38 -1.29 0.01
H -4.18 -0.51 0.01 0.06
H -3.62 1.18 -0.63 0.05

***

Please write out number 3 again, unchanged.
20
Properties=species:S:1:pos:R:3:lowdin_charge:R:1 method="wB97M-V/def2-TZVPD" spin_multiplicity=1 homo_lumo_gap_ev=8.47 homo_energy_ev=-7.92
B 2.63 -1.04 0.93 -0.08
C -0.64 0.80 -0.30 -0.37
C -1.62 -2.09 -0.32 -0.05
C 1.46 2.01 -0.79 -0.09
C -2.32 -0.91 0.38 -0.23
C 0.43 1.35 0.14 -0.14
O -0.86 0.63 -1.69 0.13
O 2.42 0.14 0.89 0.05
O -1.53 0.26 0.61 -0.07
H -1.64 0.61 -1.89 -0.05
H 2.95 -2.09 1.41 0.06
H -0.96 -1.72 -1.05 0.05
H -1.25 -2.78 0.39 0.05
H -2.55 -2.67 -0.70 0.11
H 1.98 1.25 -1.44 0.08
H 0.72 2.68 -1.44 0.11
H 2.21 2.63 -0.31 0.06
H -2.98 -0.93 1.28 0.14
H -3.03 -0.57 -0.42 0.11
H 0.55 1.37 1.25 0.13